Here is an isolated ion of composition C3H15N3O3Si and charge +2 from OMol25. Energies are from the ωB97M-V functional and the def2-TZVPD basis.

Structure (ORCA input):
```
! wB97M-V def2-TZVPD RIJCOSX def2/J DEFGRID3
* xyz 2 1
C -1.2099 -0.8316 0.6314
C -0.7650 0.0089 -0.5908
C 0.5428 0.7817 -0.4123
N -1.9532 0.7648 -0.9822
N -2.5557 -1.3320 0.2697
N 0.5262 1.7780 0.7036
O 2.0318 -1.6696 -0.9939
O 3.2249 0.7749 -0.3034
O 1.7430 -0.6814 1.4505
Si 2.1027 -0.3516 -0.0929
H -0.5081 -1.6380 0.8305
H -1.3057 -0.2138 1.5247
H -0.5576 -0.6927 -1.4056
H 0.7001 1.3467 -1.3321
H -2.1007 1.6224 -0.4629
H -1.9873 0.9813 -1.9700
H -2.5211 -2.2008 -0.2730
H -2.8715 -0.5137 -0.3676
H -3.1807 -1.4759 1.0672
H 0.5618 1.2772 1.6009
H 1.4015 2.3145 0.6345
H -0.2620 2.4364 0.6806
H 2.5264 -1.8668 -1.7878
H 4.1685 0.6677 -0.4122
H 2.2489 -1.2865 1.9930
*
```

Summary:
- LUMO level: -6.48 eV
- SMILES string: N[C@H](C[NH3+])[C@@H]([NH3+])[Si](O)(O)O
- DFT total energy: -21833.680 eV

Atom charges from the Mulliken analysis, given in e for atoms 1 to 5:
1. C -1.090
2. C -0.059
3. C -0.483
4. N -0.622
5. N -0.180


Here is a 4-piece molecular cluster, C3H15NO3 overall from OMol25. Energies are from the ωB97M-V functional and the def2-TZVPD basis.

Structure (ORCA input):
```
! wB97M-V def2-TZVPD RIJCOSX def2/J DEFGRID3
* xyz -1 2
C 0.7221 1.4064 -0.8834
C 0.0486 1.4245 0.4876
C -1.4454 1.6403 0.4049
N 0.5616 0.0896 -1.5655
H 1.7768 1.7080 -0.8285
H 0.2367 2.1206 -1.5482
H 0.5204 2.2162 1.0772
H 0.2623 0.4658 0.9587
H -1.7457 2.5969 -0.0304
H -1.9132 1.4943 1.3817
H -1.9038 0.9138 -0.2727
H 1.2902 -0.5344 -1.2164
H 0.7611 0.2976 -2.5478
H 0.2954 -3.1166 0.3582
H -0.8871 -2.3151 0.8833
O -0.0281 -2.6661 1.1661
H -2.1974 -1.9313 -2.1799
H -1.0336 -1.0254 -1.7140
O -1.5292 -1.8388 -1.4905
H 2.5713 -0.6221 2.0375
H 1.5122 -1.5269 2.6381
O 2.1248 -0.7973 2.8839
*
```

Summary:
- LUMO level (alpha / beta): 3.80 / 3.77 eV
- Energy above the lowest of the compared OMol25 structures with the same formula, charge and spin: 0.00 kJ/mol
- Expectation value of S²: 0.750
- DFT total energy: -10986.229 eV

Atom charges from the Mulliken analysis, given in e for atoms 1 to 5:
1. C -1.593
2. C 0.272
3. C -1.463
4. N -1.685
5. H 0.470


Here is a 4-piece molecular cluster, C3H15NO3 overall from OMol25. Energies are from the ωB97M-V functional and the def2-TZVPD basis.

Structure (ORCA input):
```
! wB97M-V def2-TZVPD RIJCOSX def2/J DEFGRID3
* xyz 0 1
C -0.1798 0.3299 0.8829
C -1.1752 -0.6540 0.1366
C -2.4076 -0.0021 -0.4301
N 1.2077 0.3207 0.4422
H -0.1002 -0.1665 1.8663
H -0.6292 1.3168 0.9071
H -1.5165 -1.3093 0.9678
H -0.5783 -1.4072 -0.3788
H -2.4008 1.0924 -0.4588
H -3.2495 -0.2531 0.2195
H -2.6227 -0.3470 -1.4403
H 1.2929 0.7277 -0.4821
H 1.5816 -0.6195 0.4416
H 1.4204 -0.9826 -2.7274
H 2.7130 -0.3572 -2.2067
O 1.7462 -0.2155 -2.2124
H 3.4492 -1.9106 1.7691
H 2.1202 -2.3020 2.2653
O 3.0310 -2.5387 2.3630
H -0.6335 2.8239 -1.0654
H -1.8465 2.9541 -0.1896
O -1.2224 3.4996 -0.6699
*
```

Summary:
- LUMO level: 0.25 eV
- SMILES string: CCCN.O.O.O
- Energy above the lowest of the compared OMol25 structures with the same formula, charge and spin: 177.80 kJ/mol
- DFT total energy: -10985.768 eV

Atom charges from the Mulliken analysis, given in e for atoms 1 to 5:
1. C -0.654
2. C -0.215
3. C -0.920
4. N -0.554
5. H 0.278


Here is a 4-piece molecular cluster, C3H15NO3 overall from OMol25. Energies are from the ωB97M-V functional and the def2-TZVPD basis.

Structure (ORCA input):
```
! wB97M-V def2-TZVPD RIJCOSX def2/J DEFGRID3
* xyz 0 1
C -1.2122 0.1556 -0.8994
C -1.7916 0.9873 0.2250
C -1.9195 0.3437 1.5791
N 0.2724 0.0962 -1.0046
H -1.5860 0.3822 -1.8972
H -1.5456 -0.8923 -0.8400
H -2.8145 1.1710 -0.1006
H -1.2835 1.9473 0.2076
H -1.0206 0.2808 2.1990
H -2.2610 -0.6949 1.5053
H -2.6827 0.7838 2.2257
H 0.6915 0.7140 -0.3163
H 0.4647 0.5597 -1.8821
H 1.2938 -1.8005 -3.0405
H 2.2788 -0.7258 -2.6425
O 2.0661 -1.6495 -2.4878
H 1.4942 -2.8767 1.0018
H 2.1541 -1.6136 0.8586
O 1.4435 -1.9971 1.3957
H 2.4843 2.2344 1.3110
H 1.5820 1.0201 1.6616
O 1.8916 1.5741 0.9407
*
```

Summary:
- LUMO level: 0.62 eV
- SMILES string: CCCN.O.O.O
- Energy above the lowest of the compared OMol25 structures with the same formula, charge and spin: 138.17 kJ/mol
- DFT total energy: -10986.179 eV

Atom charges from the Mulliken analysis, given in e for atoms 1 to 5:
1. C -0.733
2. C -0.266
3. C -1.082
4. N -0.208
5. H 0.352


Here is a 4-piece molecular cluster, C3H15NO3 overall from OMol25. Energies are from the ωB97M-V functional and the def2-TZVPD basis.

Structure (ORCA input):
```
! wB97M-V def2-TZVPD RIJCOSX def2/J DEFGRID3
* xyz 0 1
C -0.7181 -2.0369 -0.5346
C -1.5587 -1.2425 0.4780
N -0.6954 -0.1596 1.0413
C -1.3636 1.0819 1.4205
H -0.3286 -1.3464 -1.3340
H 0.0579 -2.4966 0.0890
H -1.3628 -2.7471 -1.0590
H -2.4997 -0.8094 0.1670
H -1.7961 -1.8930 1.3276
H -0.3300 -0.4910 1.9235
H -0.6235 1.7518 1.8708
H -2.2448 0.8815 2.0666
H -1.8096 1.6346 0.5951
H 1.9030 0.8075 -2.2440
H 2.6383 0.7029 -3.4802
O 2.5789 0.2285 -2.6404
H 2.8940 0.2049 0.5851
H 1.4087 0.0794 0.9729
O 2.1360 0.7179 0.8842
H 1.1780 2.0178 -0.3430
H 0.0525 1.1418 -0.7673
O 0.4837 1.9719 -1.0191
*
```

Summary:
- LUMO level: 0.74 eV
- SMILES string: CCNC.O.O.O
- Energy above the lowest of the compared OMol25 structures with the same formula, charge and spin: 93.00 kJ/mol
- DFT total energy: -10986.647 eV

Atom charges from the Mulliken analysis, given in e for atoms 1 to 5:
1. C -0.910
2. C -0.706
3. N -0.299
4. C -1.125
5. H 0.197


Here is a 4-piece molecular cluster, C3H15NO3 overall from OMol25. Energies are from the ωB97M-V functional and the def2-TZVPD basis.

Structure (ORCA input):
```
! wB97M-V def2-TZVPD RIJCOSX def2/J DEFGRID3
* xyz 1 2
C 1.4702 -2.1960 -0.1980
C 0.7673 -1.1065 0.6581
C -0.1750 -1.8074 1.7726
N 1.7966 -0.2095 1.2569
H 0.9076 -2.7335 -1.0073
H 2.2179 -1.6145 -0.6804
H 1.9928 -2.9221 0.4895
H 0.1364 -0.3569 0.0654
H -0.7568 -1.0213 2.2220
H -0.9784 -2.4494 1.2233
H 0.2150 -2.6144 2.4565
H 2.6094 -0.6475 1.5902
H 1.3747 0.1589 2.0893
H -0.2834 2.1554 -0.9045
H -0.9485 1.7099 -2.0645
O -1.0831 1.6502 -1.1414
H 1.9329 2.6937 -0.7449
H 1.5233 1.4277 0.0460
O 1.3758 2.3541 -0.0143
H -3.0222 1.2064 -1.5911
H -4.5495 0.8749 -1.5019
O -3.7079 0.5280 -1.8296
*
```

Summary:
- LUMO level (alpha / beta): -3.37 / -9.55 eV
- Energy above the lowest of the compared OMol25 structures with the same formula, charge and spin: 142.48 kJ/mol
- Expectation value of S²: 0.755
- DFT total energy: -10976.746 eV

Atom charges from the Mulliken analysis, given in e for atoms 1 to 5:
1. C -1.274
2. C 0.704
3. C -1.199
4. N -0.309
5. H 0.370


Here is a 4-piece molecular cluster, C3H15NO3 overall from OMol25. Energies are from the ωB97M-V functional and the def2-TZVPD basis.

Structure (ORCA input):
```
! wB97M-V def2-TZVPD RIJCOSX def2/J DEFGRID3
* xyz 1 2
C 2.3382 -1.1195 0.4220
C 2.0427 -0.0333 -0.5528
C 2.5148 -0.5885 -1.9152
N 0.5262 0.2238 -0.7116
H 3.2868 -1.6813 0.3258
H 2.3562 -0.6838 1.4483
H 1.6708 -1.9647 0.3361
H 2.3623 1.0335 -0.5538
H 2.3721 0.0638 -2.7586
H 3.5942 -0.6374 -1.7881
H 2.0137 -1.5298 -2.1095
H 0.0772 0.4972 0.1531
H -0.0979 -0.5118 -1.0361
H -3.7147 2.6177 4.8842
H -3.8230 1.0764 4.5252
O -3.2317 1.8425 4.5963
H -2.6953 -1.7480 -3.7644
H -2.5428 -0.1762 -4.1475
O -2.1188 -1.0408 -4.1569
H -1.9082 0.8905 1.8701
H -2.5142 1.8117 2.9473
O -2.5086 1.6580 1.9862
*
```

Summary:
- LUMO level (alpha / beta): -3.46 / -8.85 eV
- Energy above the lowest of the compared OMol25 structures with the same formula, charge and spin: 116.87 kJ/mol
- Expectation value of S²: 0.754
- DFT total energy: -10977.012 eV

Atom charges from the Mulliken analysis, given in e for atoms 1 to 5:
1. C -1.214
2. C 0.346
3. C -1.343
4. N -0.124
5. H 0.368


Here is a 4-piece molecular cluster, C3H15NO4 overall from OMol25. Energies are from the ωB97M-V functional and the def2-TZVPD basis.

Structure (ORCA input):
```
! wB97M-V def2-TZVPD RIJCOSX def2/J DEFGRID3
* xyz -1 2
C 0.5266 1.5069 -0.1751
C 1.7943 0.9183 0.4591
C 1.6717 0.8502 1.9901
O 2.8708 1.8231 0.1518
N 0.3627 1.2440 -1.6206
H -0.3103 0.9444 0.2730
H 0.3950 2.5769 -0.0152
H 1.9640 -0.0499 0.0059
H 0.7981 1.3931 2.3662
H 1.6081 -0.1798 2.3405
H 2.5111 1.3701 2.3943
H 2.8139 2.6255 0.6735
H 0.6116 2.0989 -2.0824
H 0.6750 0.3109 -1.8133
H -2.6250 -1.4228 0.7639
H -2.7604 -2.4606 -0.3160
O -2.2697 -2.2862 0.4983
H -0.9680 -4.5760 0.4901
H -0.4266 -3.1922 0.1747
O -0.1899 -4.1293 0.1721
H -2.8231 0.7360 -1.6871
H -3.3621 0.0342 -2.9301
O -2.8677 -0.1357 -2.1136
*
```

Summary:
- LUMO level (alpha / beta): 3.26 / 3.13 eV
- Energy above the lowest of the compared OMol25 structures with the same formula, charge and spin: 96.24 kJ/mol
- Expectation value of S²: 0.750
- DFT total energy: -13032.771 eV

Atom charges from the Mulliken analysis, given in e for atoms 1 to 5:
1. C -1.224
2. C 0.346
3. C -1.385
4. O -0.519
5. N -0.257


Here is a 4-piece molecular cluster, C3H15NO5 overall from OMol25. Energies are from the ωB97M-V functional and the def2-TZVPD basis.

Structure (ORCA input):
```
! wB97M-V def2-TZVPD RIJCOSX def2/J DEFGRID3
* xyz 1 2
C -2.0189 -1.0554 -0.5418
O -3.0995 -1.4656 0.2169
C -1.0579 0.1559 0.0624
C -0.5216 1.0246 -1.1706
O 0.8379 0.9986 -1.1795
N -1.8056 0.9271 0.9795
H -1.2292 -1.8113 -0.5769
H -2.3686 -0.7017 -1.5146
H -3.1632 -0.9424 0.9960
H -0.2375 -0.2063 0.6773
H -1.0291 2.0013 -1.1559
H -0.8422 0.6713 -2.1476
H 1.2815 1.6666 -0.6607
H -1.2912 1.4242 1.7049
H -2.4925 1.5372 0.5205
H 1.9427 -1.7912 -2.2045
H 1.5661 -0.7961 -0.9284
O 1.6405 -1.6853 -1.2944
H 2.0224 2.0754 1.9210
H 1.8165 0.7813 1.1186
O 1.3422 1.4735 1.6018
H 2.4471 -1.8791 1.6557
H 3.2485 -1.2846 0.5041
O 3.0118 -1.1181 1.4163
*
```

Summary:
- LUMO level (alpha / beta): -3.09 / -8.53 eV
- Expectation value of S²: 0.756
- DFT total energy: -15072.121 eV

Atom charges from the Mulliken analysis, given in e for atoms 1 to 5:
1. C -0.483
2. O -0.475
3. C 0.416
4. C -0.682
5. O -0.500


Here is a 5-piece molecular cluster, C3H15O4S overall from OMol25. Energies are from the ωB97M-V functional and the def2-TZVPD basis.

Structure (ORCA input):
```
! wB97M-V def2-TZVPD RIJCOSX def2/J DEFGRID3
* xyz 0 2
C -1.5957 2.2099 -2.0511
C -0.3951 1.2949 -2.3616
C -0.4346 0.0956 -1.3429
S 0.8768 -1.0747 -1.2653
H -1.0529 3.0990 -1.8102
H -2.0368 1.9107 -1.1642
H -2.3321 2.3292 -2.8427
H -0.5087 0.9759 -3.4885
H 0.5267 1.8076 -2.2927
H -1.4075 -0.4243 -1.6737
H -0.7661 0.4709 -0.3148
H 0.9944 -1.7103 0.6840
H 1.1787 -3.0796 1.3636
O 0.9321 -2.1280 1.6125
H 2.2937 1.0490 0.9340
H 2.7177 1.1099 -0.4120
O 2.6479 1.7518 0.3744
H -2.3120 -1.9011 1.4429
H -0.9123 -2.6582 1.9496
O -1.7889 -2.4393 1.8994
H 1.3052 -1.5643 3.1612
H 0.7760 -0.1626 3.6292
O 1.2936 -0.9622 3.9689
*
```

Summary:
- LUMO level (alpha / beta): 0.19 / -3.25 eV
- Expectation value of S²: 0.753
- DFT total energy: -22376.395 eV

Atom charges from the Mulliken analysis, given in e for atoms 1 to 5:
1. C -1.119
2. C -0.204
3. C -0.628
4. S -0.193
5. H 0.301


Here is a 5-piece molecular cluster, C3H15O5 overall from OMol25. Energies are from the ωB97M-V functional and the def2-TZVPD basis.

Structure (ORCA input):
```
! wB97M-V def2-TZVPD RIJCOSX def2/J DEFGRID3
* xyz -1 1
C 1.1111 1.0223 0.3382
O 0.8024 0.7431 -1.0377
C 0.4873 0.0517 1.3684
C 1.3941 -1.1094 1.7876
H 2.2038 1.0325 0.3940
H 0.7973 2.0460 0.5671
H 0.2458 0.6557 2.2416
H -0.3903 -0.3787 0.8919
H 2.4415 -0.8598 1.9686
H 0.9734 -1.5384 2.7023
H 1.4019 -1.9010 1.0420
H -1.7758 -0.7156 -1.6571
H -0.1106 0.3257 -1.0681
O -1.6354 -0.1308 -0.8905
H -2.0707 1.3772 -1.5528
H -1.1774 2.5904 -1.6789
O -2.0641 2.3149 -1.9121
H -2.7904 -0.5910 0.2030
H -4.2228 -1.0953 0.5095
O -3.4212 -0.8163 0.9647
H 3.0384 -1.2573 -2.3406
H 2.0495 -0.5176 -1.3996
O 2.7122 -1.2481 -1.4415
*
```

Summary:
- LUMO level: 3.62 eV
- Energy above the lowest of the compared OMol25 structures with the same formula, charge and spin: 25.71 kJ/mol
- DFT total energy: -13593.584 eV

Atom charges from the Mulliken analysis, given in e for atoms 1 to 5:
1. C -0.652
2. O -0.722
3. C 0.239
4. C -1.301
5. H 0.347


Here is C3H16BCrI2O3 as an isolated structure from OMol25. Energies are from the ωB97M-V functional and the def2-TZVPD basis.

Structure (ORCA input):
```
! wB97M-V def2-TZVPD RIJCOSX def2/J DEFGRID3
* xyz 0 4
Cr 0.0502 -0.0907 0.1328
B 2.0055 -1.2575 0.1035
H 3.1741 -1.4494 0.2737
H 1.7563 -0.2064 -0.4393
H 1.5178 -2.1394 -0.5681
H 1.4004 -1.2230 1.1389
I -0.7181 -0.8835 -2.3622
I 0.3944 1.1731 2.5309
C 1.9493 1.8989 -1.4501
O 0.6539 1.7420 -0.8212
H 2.7093 1.9487 -0.6751
H 2.1476 1.0450 -2.0921
H 1.9543 2.8217 -2.0246
H 0.0505 2.3666 -1.2311
C -0.6985 -3.0573 1.0666
O -0.9207 -1.6269 1.0401
H -0.2206 -3.3272 2.0063
H -1.6554 -3.5631 0.9641
H -0.0418 -3.3045 0.2429
H -1.5437 -1.4032 1.7374
C -2.2693 2.1137 -0.0227
O -1.9375 0.7416 0.1887
H -3.2158 2.3565 0.4547
H -1.5121 2.7363 0.4589
H -2.3045 2.3342 -1.0903
H -2.7254 0.2538 0.4372
*
```

Summary:
- LUMO level (alpha / beta): -1.41 / -0.22 eV
- Expectation value of S²: 3.828
- DFT total energy: -54811.639 eV

Atom charges from the Mulliken analysis, given in e for atoms 1 to 5:
1. Cr -0.246
2. B 0.649
3. H -0.137
4. H -0.126
5. H -0.248


DFT total energy of number 2 (C3H15NO3)?
-10986.229 eV


What is the DFT total energy in the twelfth record?
-54811.639 eV


Among the records above, which one has the lowest DFT total energy?
C3H16BCrI2O3